Entry 1:
DFT (ωB97M-V/def2-TZVPD) results for a structure of composition C29H29N2O5SSbTi.

Geometry as XYZ:
```
68
C29H29N2O5SSbTi (ωB97M-V/def2-TZVPD)
Ti -13.081 -16.450 -4.678
C -15.535 -17.114 -2.917
C -15.988 -16.024 -3.854
N -15.184 -15.955 -5.113
C -15.696 -16.741 -6.300
C -15.523 -18.226 -6.092
S -13.760 -18.668 -5.383
C -13.773 -19.443 -3.628
C -13.482 -18.462 -2.509
N -14.093 -17.148 -2.800
H -16.029 -16.907 -1.946
H -15.920 -18.067 -3.294
H -17.065 -16.182 -4.062
H -15.966 -15.032 -3.340
H -15.243 -14.967 -5.394
H -16.762 -16.482 -6.469
H -15.115 -16.377 -7.159
H -16.260 -18.605 -5.364
H -15.624 -18.777 -7.028
H -14.800 -19.845 -3.500
H -13.066 -20.273 -3.670
H -13.754 -18.840 -1.516
H -12.392 -18.301 -2.463
H -13.875 -16.481 -2.046
O -7.819 -15.661 -2.201
C -8.869 -15.664 -2.811
C -10.138 -14.822 -2.505
O -10.265 -14.044 -1.567
C -11.126 -15.160 -3.495
C -10.582 -16.063 -4.404
O -11.378 -16.582 -5.345
C -9.282 -16.520 -4.071
O -8.595 -17.408 -4.549
O -12.472 -15.025 -3.501
C -14.179 -7.546 -2.223
C -14.066 -8.480 -1.206
C -13.876 -9.850 -1.501
C -13.821 -10.240 -2.816
C -13.766 -9.292 -3.815
C -14.006 -7.970 -3.528
Sb -14.357 -12.256 -3.531
C -14.687 -13.069 -1.555
C -13.523 -13.379 -0.873
C -13.587 -13.959 0.389
C -14.797 -14.341 0.950
C -15.964 -14.118 0.245
C -15.926 -13.424 -0.987
C -16.371 -11.799 -4.234
C -16.937 -12.231 -5.435
C -18.260 -11.964 -5.711
C -19.081 -11.361 -4.749
C -18.529 -10.963 -3.526
C -17.155 -11.133 -3.300
H -14.437 -6.507 -2.006
H -14.090 -8.186 -0.174
H -13.838 -10.530 -0.651
H -13.515 -9.584 -4.829
H -14.057 -7.277 -4.352
H -12.523 -13.272 -1.294
H -12.646 -14.258 0.891
H -14.833 -14.807 1.939
H -16.924 -14.448 0.645
H -16.849 -13.162 -1.529
H -16.358 -12.823 -6.147
H -18.708 -12.253 -6.673
H -20.146 -11.167 -4.962
H -19.189 -10.542 -2.769
H -16.690 -10.714 -2.419
```

Calculated values
strongest force on any atom	3.4	eV/A
HOMO energy (alpha / beta)	-6.114 / -7.855	eV
multiplicity	3
calculated total energy	-84246.856	eV
LUMO (alpha / beta)	-0.001 / -0.002	Eh
molar mass	687.254	g/mol
frontier orbital gap (alpha / beta)	6.1 / 7.8	eV
relative energy (zero: lowest compared OMol25 entry of this formula, charge and spin)	0.00	kcal/mol

Entry 2:
DFT (ωB97M-V/def2-TZVPD) results for a cluster of 9 separate species, C20H58N16O9 in total.

Geometry as XYZ:
```
103
C20H58N16O9 (ωB97M-V/def2-TZVPD)
C 2.974 0.907 1.034
C 4.385 0.293 0.869
C 4.501 -1.162 1.240
C 4.739 0.421 -0.667
C 4.977 1.805 -1.102
C 6.078 2.448 -0.285
C 5.711 2.451 1.236
C 7.026 2.885 1.983
C 4.741 3.537 1.467
N 5.383 1.078 1.626
O 4.976 1.063 2.951
H 2.599 1.224 1.979
H 2.802 1.739 0.317
H 2.238 0.136 0.794
H 3.864 -1.772 0.578
H 5.558 -1.435 1.217
H 4.268 -1.258 2.273
H 5.640 -0.259 -0.803
H 4.003 -0.080 -1.246
H 5.399 1.799 -2.141
H 4.065 2.370 -1.149
H 6.321 3.473 -0.525
H 7.036 1.876 -0.432
H 7.730 2.025 2.044
H 6.803 3.283 2.975
H 7.422 3.730 1.432
H 5.164 4.500 1.196
H 4.852 3.559 2.519
H 3.709 3.499 0.989
H 5.784 1.032 3.498
C -2.459 2.179 -1.212
O -3.125 1.767 0.023
C -4.084 2.687 0.406
C -4.750 2.500 1.837
C -3.674 2.319 2.989
N -5.564 1.291 1.804
H -1.548 1.543 -1.246
H -2.154 3.226 -1.064
H -3.055 1.971 -2.079
H -3.745 3.717 0.415
H -4.945 2.697 -0.199
H -5.406 3.338 2.127
H -3.088 1.416 2.844
H -4.261 2.247 3.868
H -2.954 3.133 3.128
H -6.464 1.572 1.356
H -5.118 0.598 1.187
N -2.147 -3.081 2.730
C -3.355 -2.528 2.444
N -3.622 -1.377 3.059
O -4.123 -3.080 1.637
H -1.373 -2.791 3.312
H -1.880 -3.744 2.067
H -4.581 -1.136 3.053
H -2.998 -1.184 3.821
N -4.662 -3.413 -1.280
C -5.035 -2.128 -1.434
N -5.721 -1.619 -0.314
O -4.777 -1.455 -2.413
H -4.535 -3.709 -0.318
H -4.091 -3.858 -2.014
H -6.160 -2.349 0.234
H -6.382 -0.910 -0.596
N -1.434 -2.505 -4.343
C -1.299 -3.716 -3.754
N -0.090 -4.329 -3.866
O -2.174 -4.251 -3.078
H -1.892 -1.900 -3.660
H -0.583 -2.040 -4.720
H 0.633 -3.905 -4.408
H -0.060 -5.246 -3.516
N 0.760 -0.341 -2.451
C 1.505 -1.256 -3.073
N 2.386 -1.965 -2.338
O 1.278 -1.524 -4.241
H 0.737 -0.281 -1.456
H 0.027 0.030 -3.007
H 2.546 -2.870 -2.823
H 2.080 -2.151 -1.343
N 1.610 -0.405 4.937
C 0.841 -1.223 4.206
N 1.371 -1.733 3.027
O -0.292 -1.476 4.545
H 2.386 0.143 4.580
H 1.078 0.009 5.711
H 2.352 -1.563 2.824
H 0.916 -2.370 2.379
N -0.600 -0.149 0.772
C -0.717 -1.413 0.152
N -1.881 -1.618 -0.544
O 0.272 -2.178 0.245
H 0.248 -0.007 1.277
H -1.403 0.422 1.025
H -2.732 -1.205 -0.211
H -2.057 -2.521 -0.956
N -3.923 0.928 -4.016
C -2.699 1.061 -4.569
N -2.581 1.857 -5.704
O -1.664 0.640 -4.023
H -4.084 0.192 -3.333
H -4.731 1.063 -4.569
H -1.690 2.329 -5.785
H -3.352 2.460 -5.930
```

Calculated values
strongest force on any atom	3.4	eV/A
HOMO energy	-8.704	eV
multiplicity	1
calculated total energy	-63955.994	eV
LUMO	0.015	Eh
SMILES	CC1(C)CCCC(C)(C)N1O.COC[C@H](C)N.NC(N)=O.NC(N)=O.NC(N)=O.NC(N)=O.NC(N)=O.NC(N)=O.NC(N)=O
molar mass	666.787	g/mol
frontier orbital gap	9.1	eV

Entry 3:
DFT (ωB97M-V/def2-TZVPD) results for a cluster of 4 separate species, C18H28BrNO14S3 in total.

Geometry as XYZ:
```
65
C18H28BrNO14S3 (ωB97M-V/def2-TZVPD)
C 0.078 -3.295 4.134
C -0.059 -2.379 5.349
C 0.988 -1.247 5.362
C 0.397 0.184 5.278
C 1.296 1.220 6.000
C 0.166 0.484 3.820
C -1.040 0.564 3.238
C -2.339 0.428 4.018
N -3.555 0.598 3.227
C -1.072 0.803 1.757
O -1.835 1.529 1.184
C 0.033 0.107 1.019
Br -0.355 -0.566 -0.688
C 1.226 0.020 1.578
C 1.364 0.640 2.926
O 2.372 1.226 3.233
H 1.024 -3.835 4.183
H -0.720 -4.035 4.093
H 0.073 -2.725 3.204
H 0.066 -2.995 6.239
H -1.071 -1.978 5.395
H 1.660 -1.410 4.517
H 1.582 -1.328 6.271
H -0.558 0.160 5.797
H 2.201 0.753 6.378
H 1.551 2.067 5.378
H 0.762 1.608 6.869
H -2.327 -0.551 4.502
H -2.337 1.184 4.803
H -3.855 -0.281 2.830
H -4.304 0.963 3.794
H 2.087 -0.433 1.109
O -4.595 0.853 -6.413
S -3.940 0.064 -5.433
O -4.179 -1.330 -5.338
O -4.157 0.753 -4.009
C -2.892 1.032 -3.385
C -1.951 1.267 -4.545
O -2.361 0.290 -5.520
H -2.592 0.166 -2.794
H -2.988 1.899 -2.738
H -0.912 1.108 -4.285
H -2.075 2.265 -4.971
O 1.064 4.732 -2.103
S 1.073 3.880 -3.232
O 0.536 2.567 -3.162
O 2.555 3.826 -3.819
C 2.569 4.222 -5.200
C 1.414 5.196 -5.313
O 0.398 4.613 -4.481
H 2.418 3.338 -5.822
H 3.530 4.675 -5.427
H 1.032 5.287 -6.326
H 1.670 6.181 -4.921
O 1.941 -5.790 -0.708
S 2.676 -4.899 -1.529
O 4.088 -4.816 -1.441
O 2.037 -3.441 -1.378
C 1.641 -2.928 -2.657
C 1.286 -4.165 -3.457
O 2.283 -5.120 -3.062
H 2.482 -2.388 -3.096
H 0.803 -2.252 -2.514
H 1.348 -4.010 -4.529
H 0.301 -4.552 -3.192
```

Calculated values
strongest force on any atom	0.6	eV/A
HOMO energy	-9.277	eV
multiplicity	1
calculated total energy	-151819.108	eV
LUMO	-0.032	Eh
SMILES	CCC[C@@H](C)C1=C(CN)C(=O)C(Br)=CC1=O.O=S1(=O)OCCO1.O=S1(=O)OCCO1.O=S1(=O)OCCO1
molar mass	658.520	g/mol
frontier orbital gap	8.4	eV
relative energy (zero: lowest compared OMol25 entry of this formula, charge and spin)	3.94	kcal/mol

Entry 4:
DFT (ωB97M-V/def2-TZVPD) results for a structure of composition C24H35BeN3O.

Geometry as XYZ:
```
64
C24H35BeN3O (ωB97M-V/def2-TZVPD)
Be 0.307 0.708 0.187
C -3.605 1.354 -0.760
C -2.930 0.736 0.471
C -3.596 1.241 1.755
C -2.945 -0.771 0.321
C -4.130 -1.402 0.669
C -4.323 -2.743 0.424
C -3.324 -3.425 -0.233
C -2.103 -2.857 -0.611
C -1.224 -3.876 -1.359
C 0.012 -4.373 -0.585
C -1.005 -3.578 -2.855
C -1.868 -1.490 -0.266
N -0.617 -0.820 -0.385
C 0.350 -1.363 -1.082
C 1.633 -0.825 -1.090
C 2.776 -1.201 -1.812
C 3.755 -0.296 -1.446
C 3.174 0.603 -0.522
N 1.892 0.287 -0.317
C 3.914 1.744 0.133
C 3.067 2.443 1.197
C 5.189 1.200 0.797
C 4.300 2.767 -0.948
H -3.674 2.440 -0.652
H -4.613 0.954 -0.883
H -3.035 1.135 -1.664
H -1.905 1.064 0.475
H -4.685 1.210 1.686
H -3.312 2.279 1.937
H -3.286 0.650 2.619
H -4.922 -0.823 1.127
H -5.238 -3.244 0.712
H -3.500 -4.467 -0.469
H -1.847 -4.769 -1.402
H 0.757 -3.616 -0.349
H 0.503 -5.161 -1.161
H -0.320 -4.806 0.360
H -0.464 -2.665 -3.093
H -1.979 -3.504 -3.343
H -0.465 -4.414 -3.304
H 0.199 -2.241 -1.679
H 2.855 -2.032 -2.497
H 4.774 -0.277 -1.801
H 2.580 1.716 1.848
H 2.299 3.057 0.727
H 3.700 3.092 1.804
H 4.933 0.507 1.600
H 5.775 2.020 1.218
H 5.815 0.672 0.079
H 3.413 3.099 -1.490
H 4.998 2.333 -1.666
H 4.775 3.639 -0.491
N -0.315 2.252 3.536
C -0.138 1.947 2.242
O 0.173 0.791 1.903
C -0.322 3.030 1.214
C -0.147 2.428 -0.200
H -0.206 1.547 4.244
H -0.540 3.192 3.806
H 0.416 3.805 1.446
H -1.305 3.485 1.378
H 0.616 2.998 -0.737
H -1.063 2.617 -0.765
```

Calculated values
strongest force on any atom	0.7	eV/A
HOMO energy	-7.072	eV
multiplicity	1
calculated total energy	-32378.456	eV
LUMO	0.017	Eh
molar mass	390.576	g/mol
frontier orbital gap	7.5	eV

Entry 5:
DFT (ωB97M-V/def2-TZVPD) results for the molecule CHFIPS.

Geometry as XYZ:
```
6
CHFIPS (ωB97M-V/def2-TZVPD)
F -0.837 -3.525 0.771
C -0.113 -2.703 0.060
S 1.483 -2.705 -0.040
P -1.305 -1.420 -1.320
I -2.644 0.031 0.134
H -0.350 -0.613 -1.207
```

Calculated values
strongest force on any atom	5.2	eV/A
HOMO energy	-9.119	eV
multiplicity	1
calculated total energy	-31993.641	eV
LUMO	-0.026	Eh
SMILES	FC(=S)PI
molar mass	221.962	g/mol
frontier orbital gap	8.4	eV
relative energy (zero: lowest compared OMol25 entry of this formula, charge and spin)	41.13	kcal/mol

Entry 6:
DFT (ωB97M-V/def2-TZVPD) results for a structure of composition CI2OS.

Geometry as XYZ:
```
5
CI2OS (ωB97M-V/def2-TZVPD)
C -0.422 -0.367 0.075
O -0.199 -1.532 0.114
S 0.557 1.092 0.214
I -2.623 0.543 -0.200
I 2.687 0.263 -0.202
```

Calculated values
strongest force on any atom	4.7	eV/A
HOMO energy (alpha / beta)	-6.904 / -9.586	eV
multiplicity	3
calculated total energy	-30117.915	eV
LUMO (alpha / beta)	-0.025 / -0.145	Eh
molar mass	313.885	g/mol
frontier orbital gap (alpha / beta)	6.2 / 5.6	eV
relative energy (zero: lowest compared OMol25 entry of this formula, charge and spin)	10.49	kcal/mol

Entry 7:
DFT (ωB97M-V/def2-TZVPD) results for a structure of composition C29H25Co2N2O6S.

Geometry as XYZ:
```
65
C29H25Co2N2O6S (ωB97M-V/def2-TZVPD)
O 0.713 3.792 -1.155
C 0.199 2.761 -1.009
Co -0.453 1.147 -1.048
C 1.914 -0.772 0.727
O 2.746 -1.387 1.368
C -1.841 0.442 -0.264
O -2.796 0.056 0.280
C 0.495 0.541 -2.739
C 0.370 1.607 -3.735
C -0.778 2.437 -3.721
C -0.925 3.491 -4.625
C 0.073 3.734 -5.571
C 1.197 2.899 -5.625
C 1.342 1.828 -4.737
C 0.879 -0.060 -1.546
C 2.046 -0.383 -0.728
Co -0.023 -1.232 -2.809
C -1.758 -1.521 -2.582
O -2.886 -1.767 -2.495
C 0.853 -2.762 -2.761
O 1.393 -3.785 -2.802
C 0.144 -1.313 -4.542
O 0.299 -1.341 -5.687
H -1.572 2.247 -2.981
H -1.817 4.114 -4.566
H -0.029 4.565 -6.269
H 1.976 3.065 -6.371
H 2.208 1.157 -4.773
H 2.601 -1.201 -1.231
H 2.747 0.488 -0.727
C 1.416 2.480 3.911
C 1.094 1.917 2.519
C -0.184 2.560 1.979
C 2.295 2.223 1.638
C 0.858 0.398 2.645
C -0.380 0.154 3.441
C -0.548 -1.312 3.684
N -0.696 -1.952 2.376
C -1.370 -3.173 2.180
C -1.324 -3.555 0.851
C -2.044 -4.660 0.414
C -2.812 -5.380 1.337
C -2.819 -5.007 2.690
C -2.090 -3.894 3.129
S -0.272 -2.485 -0.050
C -0.153 -1.436 1.268
N 0.692 -0.317 1.264
H 2.232 1.907 4.374
H 1.757 3.522 3.829
H 0.557 2.465 4.596
H -0.652 1.902 1.225
H -0.942 2.704 2.760
H 0.030 3.521 1.502
H 2.175 1.826 0.625
H 2.407 3.312 1.566
H 3.204 1.802 2.089
H 1.742 -0.064 3.114
H -0.282 0.662 4.406
H -1.236 0.602 2.910
H 0.329 -1.727 4.203
H -1.423 -1.519 4.299
H -2.006 -4.916 -0.637
H -3.408 -6.233 1.006
H -3.399 -5.585 3.407
H -2.059 -3.589 4.175
```

Calculated values
strongest force on any atom	4.0	eV/A
HOMO energy	-2.409	eV
multiplicity	1
calculated total energy	-131828.449	eV
LUMO	0.073	Eh
charge	-1
molar mass	647.460	g/mol
frontier orbital gap	4.4	eV
relative energy (zero: lowest compared OMol25 entry of this formula, charge and spin)	86.44	kcal/mol

Entry 8:
DFT (ωB97M-V/def2-TZVPD) results for a cluster of 5 separate species, C30H49N7O3P in total.

Geometry as XYZ:
```
90
C30H49N7O3P (ωB97M-V/def2-TZVPD)
C 2.401 -3.236 0.634
C 3.415 -2.112 0.346
C 3.236 -1.393 -1.002
C 2.490 -0.055 -0.918
C 1.261 -0.138 -0.005
C 0.135 0.913 -0.138
C -1.082 0.565 -0.893
N -1.783 1.589 -1.174
C -3.092 1.570 -1.798
P -4.437 1.359 -0.560
O -4.961 -0.011 -0.570
O -3.726 1.765 0.807
O -5.478 2.529 -0.767
C -1.119 2.843 -0.760
C 0.351 2.427 -0.487
C 1.115 2.749 -1.782
N 0.473 2.132 -2.951
C 0.938 3.149 0.760
C 1.896 4.283 0.439
C 1.274 5.626 0.172
N 3.154 4.161 0.399
H 2.911 -4.129 0.991
H 1.800 -3.486 -0.244
H 1.693 -2.934 1.411
H 3.404 -1.392 1.170
H 4.417 -2.543 0.368
H 2.709 -2.044 -1.708
H 4.220 -1.197 -1.436
H 2.200 0.238 -1.925
H 3.181 0.701 -0.534
H 1.587 -0.125 1.035
H 0.799 -1.120 -0.164
H -0.283 0.970 0.886
H -1.427 -0.438 -1.133
H -3.225 2.476 -2.389
H -3.156 0.695 -2.444
H -3.999 1.172 1.528
H -6.108 2.391 -1.494
H -1.213 3.544 -1.591
H -1.641 3.239 0.115
H 2.169 2.497 -1.683
H 1.076 3.832 -1.912
H 0.853 1.205 -3.113
H 0.715 2.658 -3.784
H 1.480 2.417 1.365
H 0.121 3.536 1.375
H 2.008 6.292 -0.277
H 0.403 5.550 -0.487
H 0.935 6.067 1.114
H 3.450 3.213 0.638
N 7.053 -3.596 -1.079
C 8.119 -4.321 -0.622
C 8.892 -3.491 0.146
C 8.266 -2.215 0.152
C 7.134 -2.312 -0.611
H 6.329 -3.952 -1.675
H 8.242 -5.358 -0.884
H 9.806 -3.766 0.645
H 8.608 -1.330 0.662
H 6.385 -1.580 -0.858
N -5.879 -0.923 2.767
C -6.410 -2.182 2.860
C -6.654 -2.434 4.182
C -6.257 -1.283 4.917
C -5.786 -0.367 4.018
H -5.611 -0.486 1.905
H -6.569 -2.783 1.982
H -7.075 -3.341 4.581
H -6.319 -1.144 5.983
H -5.402 0.630 4.163
N -7.610 1.018 -3.980
C -7.794 1.121 -5.334
C -8.975 1.778 -5.542
C -9.529 2.078 -4.267
C -8.669 1.591 -3.322
H -6.833 0.555 -3.547
H -7.074 0.722 -6.027
H -9.403 2.013 -6.502
H -10.460 2.583 -4.070
H -8.729 1.593 -2.246
N 4.980 -4.370 3.411
C 4.062 -3.584 4.052
C 4.579 -2.318 4.129
C 5.859 -2.344 3.509
C 6.077 -3.624 3.077
H 4.868 -5.348 3.216
H 3.122 -3.986 4.389
H 4.094 -1.467 4.581
H 6.543 -1.519 3.395
H 6.915 -4.060 2.559
```

Calculated values
strongest force on any atom	0.7	eV/A
HOMO energy	-9.850	eV
multiplicity	1
calculated total energy	-57761.778	eV
LUMO	-0.142	Eh
charge	+1
molar mass	586.742	g/mol
frontier orbital gap	6.0	eV